i.
Computed, not measured: a single C5H11NO3S molecule, with the ωB97M-V functional and the def2-TZVPD basis.

## Properties
E_HOMO = -10.33 eV
HOMO-LUMO gap = 10.9 eV
Spin multiplicity = 1
SMILES = CC(C)(C)C(=O)N[SH](=O)=O

Last column: Löwdin charge in e.
Geometry (Å):
H: -1.89860 0.16086 0.06913  0.08
H: -1.16785 -0.25595 1.61881  0.09
O: 1.62681 -1.88064 -0.10820  0.15
H: -0.39404 0.23614 -2.01638  0.08
O: -1.31511 -3.95518 -2.33866  -0.34
H: 2.37737 0.49235 0.49219  0.09
H: 0.02476 1.80175 -1.29922  0.09
C: -1.06985 0.37151 0.73785  -0.04
H: 1.29207 0.66873 -1.79056  0.10
S: -0.25224 -3.13399 -1.85509  0.59
N: -0.76833 -2.33870 -0.50384  -0.09
H: 1.31278 1.83682 0.91627  0.09
C: 0.27975 0.14174 0.05727  -0.55
C: 1.40633 0.75332 0.90469  -0.03
H: -1.14490 1.41263 1.03974  0.09
C: 0.29867 0.75125 -1.35538  -0.02
O: 0.41586 -2.24806 -2.76383  -0.34
C: 0.61440 -1.29128 -0.13214  -0.30
H: -1.60643 -1.80539 -0.66374  0.06
H: 1.35774 0.38226 1.92680  0.09
H: 0.69723 -3.95470 -1.28666  0.09

ii.
Computed, not measured: a single C5H11NO3S molecule, with the ωB97M-V functional and the def2-TZVPD basis.

## Properties
E_HOMO = -10.34 eV
HOMO-LUMO gap = 11.0 eV
Spin multiplicity = 1
SMILES = CC(C)(C)C(=O)O[S@@H](=N)=O

Last column: Löwdin charge in e.
Geometry (Å):
O: -3.51019 1.29539 -2.60163  -0.33
H: 0.13098 0.83173 1.85576  0.12
H: 0.55941 -2.36390 0.10091  0.08
H: 0.06082 -1.63301 1.47371  0.08
H: 0.19042 2.00623 0.60959  0.13
C: 0.64555 0.93092 0.81585  -0.07
H: 1.77229 0.87656 1.05342  0.12
C: 0.33943 -0.22002 -0.07600  -0.51
H: 0.49557 -0.67626 -2.12242  0.05
H: 1.71683 -1.52304 1.00270  0.06
C: 0.91097 -0.00619 -1.48899  -0.01
O: -1.88268 -0.53366 0.80675  0.12
H: -2.81845 2.87117 -0.32619  0.01
S: -3.12234 0.96669 -1.24728  0.74
H: -3.99511 0.01548 -0.73588  0.12
N: -3.22162 1.98715 -0.13538  -0.19
C: -1.19251 -0.25400 -0.12704  -0.51
C: 0.75169 -1.49827 0.66149  -0.02
O: -1.63637 0.26862 -1.28296  -0.15
H: 0.55213 0.97903 -1.83134  0.10
H: 1.93484 0.08069 -1.64670  0.07

Stability, descending: i, ii

i.
Computed, not measured: 3 unconnected molecules or ions with the total composition C4H11NO3, with the ωB97M-V functional and the def2-TZVPD basis.

## Properties
E_HOMO (spin up / spin down) = -4.14 / -4.13 eV
HOMO-LUMO gap (spin up / spin down) = 7.7 / 5.0 eV
<S²> = 0.752
Spin multiplicity = 2
Charge = -1

Last column: Löwdin charge in e.
Geometry (Å):
O: 1.22472 -2.35628 -2.45700  -0.09
H: -0.60380 2.63326 -0.79290  0.07
O: 0.06828 -2.06694 3.46351  -0.11
H: -1.45376 0.46731 -1.44113  0.11
C: 0.43041 0.87153 -0.32566  -0.29
H: 0.09270 -0.04204 1.98962  0.20
O: 0.11442 -0.55414 -3.24382  -0.08
C: -0.73946 -0.00744 -0.77839  -0.29
C: 0.39380 -1.42974 -2.40392  -0.82
H: 0.18038 -1.55178 2.63661  -0.04
H: 0.88150 0.32294 0.51903  0.04
H: -0.80102 2.23983 0.87352  0.05
H: -1.29574 -0.19329 0.16358  0.09
H: 1.20610 0.92426 -1.09241  0.11
H: 0.72079 2.96309 0.34395  0.06
C: -0.06052 2.25173 0.07773  -0.14
N: -0.36494 -1.37494 -1.14201  0.01
H: 0.27465 -1.72955 -0.43948  0.08
H: -0.26851 -1.36782 4.04916  0.02

ii.
Computed, not measured: 2 unconnected molecules or ions with the total composition C4H11NO3, with the ωB97M-V functional and the def2-TZVPD basis.

## Properties
E_HOMO (spin up / spin down) = 0.66 / -6.44 eV
HOMO-LUMO gap (spin up / spin down) = 2.9 / 9.8 eV
<S²> = 0.750
Spin multiplicity = 2
Charge = -1

Last column: Löwdin charge in e.
Geometry (Å):
C: 1.74008 -0.38402 0.84608  -0.56
C: 0.83865 -1.21453 1.71391  -0.10
H: 0.62836 -0.85681 2.71683  0.07
O: -2.52919 0.27808 1.83075  -0.31
H: -0.67714 -0.79382 -0.69115  0.05
H: 1.33699 -2.18137 1.85442  0.07
H: 0.65495 0.27443 -2.82542  0.11
H: -0.16368 -1.46034 1.33638  0.00
H: -0.04766 2.43172 -1.44370  0.08
H: -2.05477 -0.55526 1.66390  -0.07
H: -1.11314 0.26502 -2.68857  0.10
H: -3.39514 0.16065 1.38951  -0.04
H: 1.95067 0.47268 -0.89694  0.13
N: 1.22990 0.03544 -0.34672  0.06
H: -0.78340 0.79978 -0.18373  0.10
C: -0.13884 0.16314 -0.81782  -0.28
C: -0.18609 0.65426 -2.23419  -0.31
O: -0.20539 2.07670 -2.33775  -0.10
O: 2.91487 -0.16575 1.11421  0.01

Stability, descending: ii, i

i.
Computed, not measured: 2 unconnected molecules or ions with the total composition C6H17N2O, with the ωB97M-V functional and the def2-TZVPD basis.

## Properties
E_HOMO = -10.99 eV
HOMO-LUMO gap = 7.8 eV
Spin multiplicity = 1
Charge = +1

Last column: Löwdin charge in e.
Geometry (Å):
H: -0.70572 -0.39444 2.97275  0.10
H: -1.21051 -1.42208 -1.08514  0.14
H: 1.74939 -1.22582 2.20745  0.12
H: 1.60589 0.73849 3.09806  0.13
H: 1.93922 1.70019 1.91471  0.07
H: 1.16049 0.96566 -0.57422  0.07
H: -1.62022 0.91900 -2.50836  0.08
C: -0.81504 -0.94322 -2.06216  -0.13
H: 2.11306 -0.61908 0.40535  0.10
O: -0.61374 1.95925 -0.07817  -0.08
H: 0.87885 -2.00603 -1.91186  0.11
C: 1.10041 1.21404 2.19863  -0.02
C: 1.39829 -0.91031 1.19412  -0.06
H: -2.84291 -0.19070 -2.68161  0.11
H: 0.32792 1.75708 2.67584  0.10
C: -1.75260 -0.09076 -2.89643  -0.03
H: 0.74098 -0.99092 -3.36794  0.16
H: 0.93273 -1.86741 0.74569  0.12
C: 0.18277 0.75715 -0.16999  -0.15
C: -0.77754 -0.23087 1.90328  -0.05
H: -1.55059 0.60429 1.73924  0.13
N: 0.49347 0.19999 1.33111  -0.41
N: 0.34108 -1.41675 -2.50255  0.14
H: -1.26792 -1.11924 1.43155  0.11
H: -0.21631 2.78765 -0.03171  0.05
H: -1.59143 -0.17516 -3.94766  0.08

ii.
Computed, not measured: 2 unconnected molecules or ions with the total composition C6H17N2O, with the ωB97M-V functional and the def2-TZVPD basis.

## Properties
E_HOMO = -13.36 eV
HOMO-LUMO gap = 9.6 eV
Spin multiplicity = 1
Charge = +1

Last column: Löwdin charge in e.
Geometry (Å):
H: -1.44690 1.43229 0.62969  0.05
C: 1.31035 0.31458 -0.03878  -0.55
O: 0.90771 1.10262 -1.13182  -0.03
H: 2.47240 -1.30445 -1.17492  0.12
H: 3.26590 0.33142 -0.68132  0.07
H: -0.13682 -0.89120 -2.13945  0.17
C: 1.37532 1.31932 1.16330  0.02
H: -1.45541 1.56000 -1.00361  0.10
H: -3.83565 1.10188 -0.35918  0.11
H: 1.50529 1.74850 -1.39346  0.08
H: 2.50666 1.61587 1.16272  0.14
C: -3.00383 0.30755 -0.10640  -0.12
H: -1.22946 -1.61583 -0.92430  0.04
C: -0.23751 -1.55222 -1.17163  0.01
H: -3.21208 -0.64142 -0.55164  0.04
H: -0.93557 -1.79545 1.36960  0.15
H: 2.89922 -0.99006 0.60234  0.14
N: -1.60109 0.91781 -0.21390  -0.05
H: 0.61603 2.12425 0.97817  0.10
H: 0.28708 -2.48884 -1.20152  0.11
C: 2.61337 -0.44620 -0.40512  0.01
H: -3.09340 0.04529 1.03577  0.10
N: -0.17612 -1.14103 1.22605  0.23
H: -0.02798 -0.55355 2.02852  0.11
H: 1.17939 0.76404 2.07534  0.06
C: 0.23598 -0.82973 -0.00142  -0.22

Stability, descending: ii, i

i.
Computed, not measured: 2 unconnected molecules or ions with the total composition C3H8BrOPS, with the ωB97M-V functional and the def2-TZVPD basis.

## Properties
E_HOMO (spin up / spin down) = -8.96 / -9.22 eV
HOMO-LUMO gap (spin up / spin down) = 6.3 / 9.0 eV
Spin multiplicity = 1

Last column: Löwdin charge in e.
Geometry (Å):
S: 1.13455 1.61218 2.17118  0.23
H: -2.56038 0.74417 -0.69286  0.11
H: -2.07664 2.06828 0.41031  0.07
Br: 2.98973 0.04087 -0.30300  0.24
H: 0.88274 -2.57791 -0.41352  -0.01
H: 0.18304 2.06084 -0.22357  0.03
P: 1.21422 -0.01798 1.06353  0.04
C: -0.39971 1.32090 -0.67933  -0.33
O: 0.02693 0.12558 0.01545  -0.55
C: -1.87099 1.68879 -0.60586  -0.09
H: 1.74704 -4.01718 0.70936  -0.01
H: -0.05940 1.16567 -1.82895  0.16
C: 0.95516 -3.28500 0.47870  0.04
H: 0.10517 -3.42117 1.14764  -0.02
H: -2.27147 2.49195 -1.24908  0.08

ii.
Computed, not measured: 2 unconnected molecules or ions with the total composition C3H8BrOPS, with the ωB97M-V functional and the def2-TZVPD basis.

## Properties
E_HOMO (spin up / spin down) = -9.03 / -9.04 eV
HOMO-LUMO gap (spin up / spin down) = 6.5 / 8.8 eV
Spin multiplicity = 1

Last column: Löwdin charge in e.
Geometry (Å):
O: 1.09642 -0.48834 0.07932  -0.51
C: 0.48065 -1.75848 0.05917  -0.35
C: -0.65292 2.87723 1.02863  0.07
H: -0.18287 2.28265 1.78508  -0.02
H: 0.80677 -2.30745 -0.83223  0.08
H: -1.35662 -1.08983 0.95915  0.08
H: -1.45988 -2.66276 0.14759  0.08
H: -0.15979 3.74276 0.64521  -0.02
H: -1.39517 -1.17214 -0.81089  0.05
P: 0.89842 0.59824 -1.12548  0.06
S: 0.89610 -0.36964 -2.86329  0.21
H: 0.86368 -2.26082 0.95089  0.12
C: -1.03446 -1.66358 0.09346  -0.09
Br: 2.84472 1.64547 -0.82268  0.27
H: -1.64505 2.62668 0.70608  -0.02

Stability, descending: ii, i

i.
Computed, not measured: a molecular structure, CH3F2N4O, with the ωB97M-V functional and the def2-TZVPD basis.

## Properties
E_HOMO = -15.94 eV
HOMO-LUMO gap = 10.2 eV
Spin multiplicity = 1
Charge = +1

Last column: Löwdin charge in e.
Geometry (Å):
F: -2.60277 1.02957 -0.89841  -0.13
H: -1.66825 -1.70120 -0.82361  0.16
H: -1.25800 1.76159 0.53829  0.12
N: 0.38875 1.05400 0.08021  0.23
F: -2.72539 -0.34766 0.85773  0.03
N: -1.61190 -0.02517 -0.09304  -0.28
C: 1.45259 0.56131 0.02612  -0.03
N: -1.01811 -0.93468 -0.56163  0.22
O: 2.61294 0.39324 -0.32354  0.31
N: -0.82570 0.93619 0.54538  0.13
H: 3.40059 0.09114 0.22252  0.24

ii.
Computed, not measured: 2 unconnected molecules or ions with the total composition CH3F2N4O, with the ωB97M-V functional and the def2-TZVPD basis.

## Properties
E_HOMO (spin up / spin down) = -14.51 / -14.51 eV
HOMO-LUMO gap (spin up / spin down) = 7.5 / 7.5 eV
Spin multiplicity = 1
Charge = +1

Last column: Löwdin charge in e.
Geometry (Å):
F: 2.86325 -0.96800 -0.76914  0.14
H: -3.31121 0.63340 1.23590  0.09
F: 1.12422 -1.48013 -1.92777  0.05
H: -0.19553 -1.51729 0.34034  0.17
N: 0.39595 -0.64993 0.31345  0.23
N: -2.36480 0.44437 1.37982  0.25
C: -0.20803 0.47372 0.40912  -0.50
H: 1.23609 1.50881 -0.39690  0.20
N: -1.54819 0.48371 0.49137  0.10
O: 0.30075 1.60514 0.04034  0.18
N: 1.70750 -0.53381 -1.11654  0.09

Stability, descending: ii, i

i.
Computed, not measured: a single C15H22N2O molecule, with the ωB97M-V functional and the def2-TZVPD basis.

## Properties
E_HOMO = -8.52 eV
HOMO-LUMO gap = 9.3 eV
Spin multiplicity = 1
SMILES = Cc1ccc(C)c(NC(=O)N2CCCCCC2)c1

Last column: Löwdin charge in e.
Geometry (Å):
H: 1.02115 0.05135 3.38384  0.12
H: -0.93564 -0.06848 -0.33812  0.12
H: -2.09184 -1.72237 -3.95874  0.11
H: 2.32101 1.48377 -0.94480  0.09
C: -0.00120 2.87807 1.01986  -0.04
H: -1.20983 -3.06631 -3.23790  0.11
N: 1.94498 -0.27145 1.00430  0.13
H: -2.17262 -2.23043 0.26764  0.11
H: -3.13271 -2.48256 -1.86695  0.11
H: 1.88860 -1.44665 -2.55309  0.12
C: -0.44628 2.89091 2.32610  -0.05
C: -1.46123 -2.01014 -3.11412  -0.21
C: -0.07339 1.88105 3.20655  -0.28
C: -0.17461 -1.19012 -3.15059  -0.17
C: -0.52145 1.91484 4.63615  -0.05
C: 1.33350 1.93451 -0.87236  -0.02
H: -0.95493 -3.09867 -0.65926  0.12
H: -2.62439 -0.79893 -1.76856  0.11
H: 1.39871 2.97296 -1.19072  0.08
H: 0.67953 1.40988 -1.56811  0.07
H: -0.27373 3.68835 0.35822  0.11
C: 1.14471 0.81837 1.39938  -0.23
H: -1.07312 3.69884 2.67406  0.11
H: -1.60282 2.02857 4.69422  0.08
H: -0.39487 -0.14275 -2.93849  0.11
H: 0.23599 -1.24104 -4.16102  0.11
C: -1.46565 -2.14064 -0.56032  -0.17
H: 0.84400 -2.79964 -2.13487  0.13
C: 0.81072 1.86077 0.53037  -0.22
N: 0.80860 -1.12650 -0.85682  -0.04
O: 3.06236 -1.29459 -0.66878  0.05
C: 0.71925 0.85429 2.72577  0.01
H: -0.07040 2.76244 5.15148  0.08
H: 2.80874 -0.37892 1.51947  0.15
H: -0.26611 -1.13446 0.89849  0.12
C: 1.99467 -0.90815 -0.22373  -0.55
C: 0.89224 -1.70437 -2.18528  -0.15
C: -2.25911 -1.82744 -1.82750  -0.21
H: -0.23683 1.00393 5.15625  0.07
C: -0.46599 -1.04830 -0.17203  -0.15

ii.
Computed, not measured: a single C15H22N2O molecule, with the ωB97M-V functional and the def2-TZVPD basis.

## Properties
E_HOMO = -8.33 eV
HOMO-LUMO gap = 9.2 eV
Spin multiplicity = 1
SMILES = C[C@H](Cc1ccccc1)C(=O)N1CCN(C)CC1

Last column: Löwdin charge in e.
Geometry (Å):
C: 2.80986 -0.54472 0.25873  -0.23
H: -0.71512 -0.07671 -1.93880  0.11
H: 3.41853 -1.22733 -1.67711  0.11
H: 2.39075 0.40268 2.12602  0.11
C: 3.74151 1.56746 0.94186  -0.08
C: 2.93604 0.47165 1.19678  -0.04
H: -3.02527 2.60417 -0.46506  0.12
H: -2.90954 -0.83499 1.12712  0.08
C: -1.31110 0.60513 -1.33769  -0.12
H: -1.33430 -2.49338 -0.53490  0.07
H: -3.22816 0.75033 -2.33508  0.12
C: -2.81087 0.24027 -1.45836  -0.16
H: 1.76716 -1.86889 1.57700  0.12
H: -4.46210 -0.04324 1.45419  0.09
H: 0.11238 -3.50367 -0.61548  0.08
H: 3.83171 2.35108 1.68029  0.10
H: 5.06317 2.51574 -0.45235  0.10
C: -0.36547 -2.68695 -0.07825  -0.04
H: -4.34626 -1.24032 0.16278  0.09
H: -2.92807 -0.83397 -1.60854  0.11
H: -1.14264 1.62103 -1.71355  0.13
C: -3.02015 1.82665 0.30422  -0.17
C: -1.58893 1.60609 0.83513  -0.11
C: 0.51397 -1.43557 -0.11417  -0.28
O: -0.07331 -0.31909 1.91576  0.05
H: -1.01533 2.53950 0.78732  0.13
H: 0.66886 -1.12057 -1.14818  0.12
H: -3.66876 2.15490 1.11819  0.12
H: 4.85220 0.71806 -2.12993  0.10
C: 3.50583 -0.44077 -0.93951  -0.05
C: -0.17601 -0.34565 0.70082  -0.45
N: -3.58426 0.63439 -0.29148  -0.22
N: -0.91602 0.58186 0.04872  -0.04
C: -3.81821 -0.43031 0.66542  -0.08
H: -1.59860 1.26181 1.87101  0.12
C: 1.89483 -1.71007 0.50569  -0.12
H: -0.52464 -2.99500 0.95284  0.09
H: 2.31002 -2.61550 0.05784  0.12
C: 4.43254 1.66117 -0.25419  -0.10
C: 4.31374 0.65272 -1.19513  -0.09

Stability, descending: i, ii